[1]
ORCA calculation (ωB97M-V with the def2-TZVPD basis set) on a single C19H32N2O5 molecule.

Properties
SMILES string: CCO[C@H]1CC[C@@H]1C(=O)N[C@@H]1C[C@H](C(=O)NC2(CCOC)CC2)C[C@H]1O

Element x y z (Å)
C 0.59 -3.34 -2.36
C 0.57 -3.54 -3.86
O -0.68 -4.00 -4.36
C -1.68 -3.03 -4.47
C -2.79 -3.40 -5.46
C -3.81 -2.77 -4.48
C -2.76 -2.91 -3.35
C -2.63 -1.75 -2.41
O -2.65 -0.59 -2.81
N -2.44 -2.06 -1.10
C -2.22 -1.08 -0.06
C -1.22 0.02 -0.40
C -0.49 0.35 0.95
C 1.00 0.11 0.77
O 1.59 -0.83 1.29
N 1.62 1.02 -0.03
C 2.95 0.78 -0.53
C 3.08 -0.29 -1.59
C 2.47 0.08 -2.93
O 1.06 0.11 -2.81
C 0.42 0.50 -4.00
C 3.83 2.00 -0.63
C 4.06 0.97 0.45
C -1.10 -0.58 1.99
C -1.61 -1.76 1.17
O -2.48 -2.66 1.82
H 1.62 -3.16 -2.02
H -0.01 -2.49 -2.06
H 0.22 -4.24 -1.86
H 0.85 -2.61 -4.37
H 1.29 -4.31 -4.15
H -1.26 -2.04 -4.68
H -2.73 -3.00 -6.47
H -2.89 -4.48 -5.50
H -3.98 -1.72 -4.68
H -4.76 -3.28 -4.34
H -2.85 -3.87 -2.83
H -2.52 -3.02 -0.82
H -3.18 -0.63 0.24
H -0.51 -0.34 -1.14
H -1.71 0.89 -0.84
H -0.63 1.40 1.22
H 1.02 1.57 -0.62
H 4.14 -0.50 -1.75
H 2.62 -1.21 -1.22
H 2.84 1.06 -3.26
H 2.75 -0.66 -3.69
H -0.66 0.44 -3.83
H 0.70 1.52 -4.28
H 0.69 -0.17 -4.83
H 4.53 2.04 -1.45
H 3.41 2.95 -0.34
H 3.77 1.23 1.46
H 4.91 0.32 0.37
H -0.38 -0.89 2.75
H -1.95 -0.09 2.49
H -0.75 -2.35 0.84
H -3.20 -2.16 2.21

[2]
ORCA calculation (ωB97M-V with the def2-TZVPD basis set) on a single C19H32N2O5 molecule.

Properties
SMILES string: CCO[C@H]1CC[C@@H]1C(=O)N[C@@H]1C[C@H](C(=O)NC2(CCOC)CC2)C[C@H]1O

Element x y z (Å)
C -1.78 -1.13 -1.06
C -1.76 -2.21 -2.14
O -1.42 -1.68 -3.42
C -0.07 -1.24 -3.60
C 0.37 -1.52 -5.04
C 1.03 -0.13 -5.05
C 0.05 0.26 -3.92
C 0.69 1.04 -2.76
O 1.87 0.91 -2.47
N -0.15 1.79 -2.03
C 0.22 2.57 -0.84
C 0.86 1.76 0.30
C 0.37 2.36 1.64
C -0.31 1.26 2.49
O -1.53 1.13 2.52
N 0.52 0.50 3.22
C 0.13 -0.70 3.96
C -0.38 -1.87 3.09
C 0.70 -2.48 2.18
O 0.87 -1.66 1.03
C 1.84 -2.13 0.11
C 0.75 -0.93 5.31
C -0.68 -0.44 5.21
C -0.61 3.50 1.24
C -1.03 3.20 -0.19
O -1.61 4.29 -0.88
H -2.15 -1.53 -0.11
H -0.78 -0.74 -0.87
H -2.42 -0.29 -1.34
H -1.10 -3.03 -1.87
H -2.76 -2.64 -2.23
H 0.56 -1.66 -2.82
H 1.04 -2.37 -5.17
H -0.47 -1.61 -5.75
H 2.09 -0.19 -4.76
H 0.94 0.43 -5.98
H -0.90 0.69 -4.24
H -1.11 1.85 -2.32
H 0.88 3.40 -1.09
H 0.56 0.71 0.19
H 1.95 1.75 0.20
H 1.18 2.77 2.23
H 1.49 0.53 2.93
H -0.76 -2.66 3.73
H -1.23 -1.55 2.48
H 1.64 -2.59 2.72
H 0.39 -3.48 1.86
H 1.92 -1.43 -0.72
H 2.83 -2.20 0.58
H 1.57 -3.10 -0.30
H 0.95 -1.95 5.63
H 1.52 -0.24 5.65
H -0.92 0.59 5.45
H -1.50 -1.11 5.44
H -1.49 3.59 1.89
H -0.12 4.47 1.30
H -1.80 2.43 -0.14
H -0.96 4.70 -1.45

Relative energy (zero: lowest compared OMol25 entry of this formula, charge and spin)? In order: 351.3; 414.2 kJ/mol.
HOMO? In order: -9.392; -9.251 eV.
Maximum force? In order: 0.1; 2.5 eV/A.